# C4H9N2

A gas-phase ion, C4H9N2 (charge +1) (ωB97M-V/def2-TZVPD, the Open Molecules 2025 dataset).

Each line ends with the Mulliken charge.
Atoms and positions in Å:
C: 2.17 0.93 0.18  -0.044
N: 1.06 0.50 -0.28  -0.024
C: 0.18 -0.76 -0.16  0.702
C: 0.71 -1.94 0.20  -1.088
N: -1.10 -0.52 -0.42  -0.302
C: -1.78 0.57 0.30  -0.929
H: 2.69 1.92 -0.11  0.248
H: 2.77 0.34 0.87  0.256
H: 0.58 1.18 -0.89  0.341
H: 1.67 -2.08 0.54  0.285
H: 0.10 -2.73 0.13  0.314
H: -1.78 -1.21 -0.40  0.310
H: -2.82 0.51 0.26  0.391
H: -1.55 0.57 1.39  0.321
H: -1.46 1.61 -0.04  0.219

Computed properties:
Total charge = +1
HOMO level = -13.059 eV
Largest force on an atom = 4.28 eV/Å
ΔE to the lowest compared entry with this formula, charge and spin = 75.3 kcal/mol
SMILES = C=[NH+]C(=C)NC